(1)
The following is a DFT calculation (wB97M-V/def2-TZVPD) of 6 unconnected molecules or ions with the total composition C5H19NO7 in a non-equilibrium geometry.

Geometry as XYZ:
```
32
C5H19NO7 wB97M-V/def2-TZVPD
C -1.88416 -0.16871 -2.11667
C -0.85808 0.05656 -1.29305
N -0.01160 1.14765 -1.33868
C -0.62225 -0.87992 -0.09792
C -1.83704 -1.06948 0.81632
C -1.77191 0.01294 1.88050
O -0.75552 0.42256 2.38799
O -2.92870 0.66366 2.03297
H -2.06879 0.43868 -2.99147
H -2.58658 -0.98166 -1.99411
H 0.89036 0.96779 -0.91623
H 0.02731 1.67856 -2.19400
H 0.24165 -0.61405 0.51305
H -0.40354 -1.83245 -0.58593
H -2.67428 -0.90487 0.14396
H -1.82341 -2.00218 1.36789
H -2.78206 1.38780 2.60894
O 1.81330 -2.05557 -2.17813
H 1.55924 -2.37448 -3.04494
H 1.10089 -1.59983 -1.73426
O 2.01706 -1.31630 2.41847
H 2.78398 -0.96412 2.88289
H 1.30163 -0.77243 2.75587
O 3.54483 -0.80669 -0.01326
H 3.04508 -1.51572 0.36926
H 3.39091 -0.49409 -0.90043
O 2.78160 1.83300 -0.29745
H 3.00758 2.47734 0.37577
H 3.49619 1.18256 -0.27954
O -2.64398 2.99562 0.73715
H -3.39575 2.43530 0.52948
H -1.95398 2.65253 0.15558
```

Results
energy above the lowest of the compared OMol25 structures with the same formula, charge and spin: 26.55 kcal/mol
spin multiplicity: 1
electronic energy: -21315.7544 eV
LUMO energy: 0.53 eV
Kohn-Sham gap: 9.0 eV
SMILES: C=C(N)CCC(=O)O.O.O.O.O.O
E_HOMO: -8.48 eV


(2)
The following is a DFT calculation (wB97M-V/def2-TZVPD) of a single C4H7NO molecule in a non-equilibrium geometry.

Geometry as XYZ:
```
13
C4H7NO wB97M-V/def2-TZVPD
O -2.51982 0.16054 -0.00690
C -1.38045 -0.23536 -0.34066
C -0.12064 -0.05499 0.58863
C 0.92980 1.09174 0.06200
N 1.64076 0.06512 -0.55976
C 1.09263 -1.01717 0.23941
H -1.11934 -0.80914 -1.43154
H -0.33289 -0.07069 1.62927
H 1.38320 1.58339 1.06666
H 0.59103 1.92703 -0.47181
H 2.63245 0.25073 -0.61733
H 1.69993 -1.52932 0.99187
H 0.69084 -1.79758 -0.49004
```

Results
energy above the lowest of the compared OMol25 structures with the same formula, charge and spin: 75.59 kcal/mol
spin multiplicity: 1
electronic energy: -7796.3667 eV
LUMO energy: 0.78 eV
Kohn-Sham gap: 9.9 eV
SMILES: O=CC1CNC1
E_HOMO: -9.16 eV


(3)
The following is a DFT calculation (wB97M-V/def2-TZVPD) of 8 unconnected molecules or ions with the total composition C4H22NO8S in a non-equilibrium geometry.

Geometry as XYZ:
```
36
C4H22NO8S wB97M-V/def2-TZVPD
C -2.20819 0.29375 0.47760
C -2.43292 0.00864 1.97244
S -0.88322 -0.43468 2.98014
C -0.69283 0.17539 0.22374
N 0.16261 1.20811 0.55372
C -0.05124 2.39043 1.35246
O -0.27132 -0.66975 -0.56790
H -2.71368 -0.44752 -0.10519
H -2.54054 1.29207 0.09330
H -2.77656 0.85677 2.64608
H -3.25550 -0.61374 2.24638
H 1.13879 0.92323 0.66913
H -0.50878 3.12550 0.70372
H 0.89919 2.72533 1.71821
H -0.77076 2.28500 2.18651
H 0.33515 -2.77371 0.90755
H -0.70042 -2.25339 -0.07020
O -0.35809 -3.10426 0.30885
H 0.06739 3.58258 -2.32785
H -0.59558 2.64844 -1.43892
O -0.82684 3.23928 -2.17860
H 0.01761 -3.25641 -2.62655
H -0.89166 -2.38449 -1.88964
O -0.73847 -2.68222 -2.80072
H -0.51517 -0.07341 -2.22154
H -0.53566 -0.85230 -3.68565
O -0.21033 -0.13722 -3.14502
H 1.68641 -0.07959 -2.33850
H 1.72403 -1.48531 -1.80800
O 2.27834 -0.84189 -2.26542
H 2.91307 -0.19332 -0.71004
H 3.69290 -0.02951 0.62518
O 3.10912 0.44025 0.01608
H 1.91311 -1.42224 2.94742
H 1.96843 -0.43580 4.01379
O 2.57160 -1.02402 3.53744
```

Results
energy above the lowest of the compared OMol25 structures with the same formula, charge and spin: 0.00 kcal/mol
spin multiplicity: 1
electronic energy: -33211.8162 eV
net charge: -1
LUMO energy: 2.99 eV
Kohn-Sham gap: 6.6 eV
E_HOMO: -3.63 eV


(4)
The following is a DFT calculation (wB97M-V/def2-TZVPD) of 2 unconnected molecules or ions with the total composition C4H6O3S in a non-equilibrium geometry.

Geometry as XYZ:
```
14
C4H6O3S wB97M-V/def2-TZVPD
C 1.14846 1.53876 -0.22921
S 2.10940 0.20912 -0.02529
O 2.64120 -0.13303 1.25666
O 1.94234 -0.85262 -0.99345
H 0.90584 1.71965 -1.26482
H 1.18348 2.37643 0.42473
C -0.83138 -1.41762 0.61175
C -1.66290 -0.50833 -0.34796
C -1.72520 0.78967 -0.33703
O -1.90595 1.93708 -0.13813
H 0.09764 -1.71316 0.05871
H -1.51132 -2.29716 0.83873
H -0.68243 -0.92286 1.58404
H -1.70918 -0.72593 -1.43872
```

Results
energy above the lowest of the compared OMol25 structures with the same formula, charge and spin: 91.54 kcal/mol
spin multiplicity: 1
electronic energy: -21219.0145 eV
LUMO energy: -0.89 eV
Kohn-Sham gap: 8.2 eV
SMILES: C=S(=O)=O.CC=C=O
E_HOMO: -9.05 eV


(5)
The following is a DFT calculation (wB97M-V/def2-TZVPD) of 19 unconnected molecules or ions with the total composition C2H41O19 in a non-equilibrium geometry.

Geometry as XYZ:
```
62
C2H41O19 wB97M-V/def2-TZVPD
C -0.59637 -0.41395 -0.29655
C 0.39063 0.59405 0.20445
O -0.21737 1.80005 0.24445
H -0.74037 -0.23695 -1.32455
H -1.55937 -0.35295 0.09945
H -0.21337 -1.44095 -0.17655
H 1.26563 0.61605 -0.35155
H 0.67663 0.46905 1.33045
O 2.76863 0.82405 2.94045
H 2.47163 0.71405 3.87245
H 2.48263 1.66305 2.71145
O 2.64663 0.83505 -2.39255
H 2.99163 0.63705 -3.26355
H 3.20563 0.69205 -1.64855
O -0.49437 0.33405 -3.51155
H -0.21737 0.85805 -2.76755
H -0.73937 0.91505 -4.21255
O -2.91037 -3.24995 -0.73455
H -2.54837 -2.74595 -1.42655
H -3.62537 -3.65495 -1.15655
O 1.70663 -1.59695 -2.26855
H 2.29663 -2.02095 -1.68655
H 1.99863 -0.68495 -2.19655
O -0.33937 -0.45095 3.26045
H 0.25663 -0.30095 2.51145
H -1.27637 -0.33995 2.98645
O 0.62663 2.63305 -2.07355
H 1.45063 2.16605 -2.31255
H 0.28863 2.16705 -1.29255
O 3.60363 1.41705 0.08045
H 4.19263 0.98605 0.67945
H 2.75963 1.35005 0.60445
O -2.09037 1.81205 2.39645
H -2.66037 1.09105 2.15345
H -1.43837 1.84405 1.73745
O -1.21837 4.35505 -0.24055
H -0.76337 4.61505 -1.04455
H -0.73637 3.51305 0.02045
O -2.50637 1.68205 -1.42655
H -1.76837 1.58505 -0.84055
H -3.19237 1.06305 -1.22255
O 1.25163 -2.63995 1.44745
H 1.34063 -3.34195 2.08645
H 0.98263 -3.14595 0.62745
O 1.75863 3.11105 1.38045
H 1.71963 3.75405 0.65845
H 1.09763 2.50005 1.07445
O 3.57463 -1.32695 1.64645
H 2.87563 -1.96795 1.67445
H 3.31263 -0.60095 2.23945
O -1.39037 -3.48195 2.05045
H -1.98037 -2.80495 1.73545
H -0.50937 -3.19595 1.87345
O -0.85937 -2.66995 -2.66155
H -0.24137 -2.01695 -2.94255
H -0.47237 -3.05395 -1.85455
O -3.06037 -0.92295 -2.71855
H -3.42537 -0.64395 -1.89555
H -2.17337 -0.53895 -2.63255
O -3.04937 -0.80395 2.51245
H -3.96637 -1.07495 2.27545
H -3.01337 -0.87395 3.45745
```

Results
energy above the lowest of the compared OMol25 structures with the same formula, charge and spin: 43.94 kcal/mol
spin multiplicity: 1
electronic energy: -41643.5705 eV
net charge: -1
LUMO energy: 2.23 eV
Kohn-Sham gap: 8.1 eV
E_HOMO: -5.86 eV


(6)
The following is a DFT calculation (wB97M-V/def2-TZVPD) of a single C4H7NO molecule.

Geometry as XYZ:
```
13
C4H7NO wB97M-V/def2-TZVPD
C -0.10892 -1.58737 0.15559
C -0.88447 -0.31571 0.50259
C -0.10251 0.93988 0.25694
O -0.76732 2.11422 0.52571
C 1.09735 0.88843 -0.26723
N 2.11520 0.76367 -0.96736
H -0.70870 -2.47298 0.38140
H 0.15214 -1.62222 -0.90856
H 0.82555 -1.65375 0.72308
H -1.22287 -0.34126 1.54437
H -1.78390 -0.24248 -0.12287
H -0.20800 2.84777 0.23665
H 1.77746 0.71199 -1.93449
```

Results
energy above the lowest of the compared OMol25 structures with the same formula, charge and spin: 55.83 kcal/mol
spin multiplicity: 1
electronic energy: -7797.2235 eV
LUMO energy: 0.69 eV
Kohn-Sham gap: 8.9 eV
SMILES: CCC(O)=C=N
E_HOMO: -8.24 eV


(7)
The following is a DFT calculation (wB97M-V/def2-TZVPD) of a molecular structure, C4H4BrClO in a non-equilibrium geometry.

Geometry as XYZ:
```
11
C4H4BrClO wB97M-V/def2-TZVPD
C 1.83334 0.33436 -0.56510
C 0.50898 0.38039 -0.64211
C -1.39048 -1.18839 0.59595
C -0.45482 0.51134 0.43735
O -1.36341 -1.73549 1.62466
Cl -2.16399 -1.68348 -0.81469
Br -1.88302 1.76861 0.44659
H 2.43416 -0.08540 -1.34294
H 2.44228 0.61672 0.37359
H -0.08658 0.31170 -1.55727
H 0.12354 0.76963 1.44397
```

Results
energy above the lowest of the compared OMol25 structures with the same formula, charge and spin: 26.77 kcal/mol
spin multiplicity: 1
electronic energy: -88822.8447 eV
LUMO energy: 0.30 eV
Kohn-Sham gap: 9.7 eV
E_HOMO: -9.40 eV